# 1
ORCA calculation (ωB97M-V/def2-TZVPD) on an isolated molecule of C10H8N2O at a distorted geometry.

```
! RIJCOSX wB97M-V def2-TZVPD def2/J DEFGRID3
* xyz 0 1
O 0.7716 2.3829 0.5293
N 0.7642 -0.3373 -0.3002
N -2.8005 0.4988 -0.9094
C -3.4953 -0.0082 0.0255
C 1.7704 1.8024 0.4027
C 1.3763 -1.5831 -0.4334
C -1.4907 0.4998 -1.0134
C -2.6792 -0.7553 1.0199
C -0.6635 -0.4138 -0.3855
C 1.7841 0.4678 -0.1924
C -1.3116 -1.0118 0.8472
C 2.9487 -0.2316 -0.0750
C 2.8039 -1.5251 0.0136
H -0.5586 -1.4505 1.5536
H -0.7473 0.9260 -1.7860
H -2.9959 -0.9113 2.1601
H 0.8576 -2.6730 -0.2603
H -4.6386 0.3626 0.2217
H 3.2544 -2.3947 0.1898
H 3.9025 0.1235 0.1197
H 2.7478 2.3772 0.7790
*
```

Values from the calculation:
LUMO energy: 0.11 eV
Energy above the lowest of the compared OMol25 structures with the same formula, charge and spin: 128.12 kcal per mole
Structure (SMILES): O=Cc1cccn1-c1cccnc1
Total energy: -15521.4979 eV
Kohn-Sham gap: 0.3179 hartree



# 2
ORCA calculation (ωB97M-V/def2-TZVPD) on a cluster of 2 separate species, CH5N3O in total at a distorted geometry.

```
! RIJCOSX wB97M-V def2-TZVPD def2/J DEFGRID3
* xyz 0 1
O -1.7027 -0.2895 -0.5546
N -0.9427 -0.0482 1.5014
N 1.2791 1.0588 -1.1222
N -0.8074 -0.3078 0.2626
C 0.4480 -0.9301 -0.0351
H 1.3760 1.4674 -0.2211
H 0.4185 1.3445 -1.5632
H -1.8528 0.2068 1.8465
H 1.2344 -0.8194 0.5940
H 0.5497 -1.6825 -0.7084
*
```

Values from the calculation:
LUMO energy (spin up / spin down): -1.04 / -0.76 eV
Energy above the lowest of the compared OMol25 structures with the same formula, charge and spin: 146.72 kcal per mole
Total energy: -7629.2754 eV
Kohn-Sham gap (spin up / spin down): 0.3375 / 0.3291 hartree



# 3
ORCA calculation (ωB97M-V/def2-TZVPD) on a cluster of 2 separate species, C3H7O2S in total at a distorted geometry.

```
! RIJCOSX wB97M-V def2-TZVPD def2/J DEFGRID3
* xyz -1 1
S -2.0836 -1.1454 -0.0353
O 2.7858 -2.1428 -0.8001
O 1.9210 -0.0556 -0.8177
C -0.9365 1.3167 0.6072
C 2.4387 -1.0670 -0.2912
C -1.1200 0.3597 -0.5303
H -1.0921 -1.7410 0.6436
H -0.1776 -0.0248 -0.9163
H -0.6397 2.3134 0.2515
H -1.8731 1.4549 1.1713
H -0.1535 0.9270 1.2587
H -1.7241 0.7539 -1.3546
H 2.6546 -0.9490 0.8132
*
```

Values from the calculation:
LUMO energy: 3.35 eV
Energy above the lowest of the compared OMol25 structures with the same formula, charge and spin: 10.98 kcal per mole
Total energy: -18156.1386 eV
Kohn-Sham gap: 0.2755 hartree



# 4
ORCA calculation (ωB97M-V/def2-TZVPD) on a cluster of 8 separate species, C43H48F5N10O3S in total at a distorted geometry.

```
! RIJCOSX wB97M-V def2-TZVPD def2/J DEFGRID3
* xyz 1 1
S 1.2769 -1.2892 -5.5719
F 1.4092 1.5547 -7.1297
F 1.0410 -0.0995 -8.4564
F -0.3843 0.6401 -5.3721
F -1.0687 -0.8934 -6.7272
F -0.4931 1.3424 -8.0016
O -2.9365 -4.1754 -2.4569
O 2.3732 -0.4497 -5.2779
O 1.5414 -2.3454 -6.4615
N -2.6213 1.4201 0.6596
N 0.2485 -2.5937 -1.9283
N -1.8126 3.5222 6.5727
N 3.1050 -0.6250 0.7231
N -6.9941 3.6835 0.4794
N 2.2871 -1.9460 -2.8063
N 3.6899 -2.6593 5.0009
N 7.9409 -2.0253 2.4791
N -4.1236 1.7889 -3.7619
N 0.4426 -1.8720 -4.1901
C 4.5786 -4.8599 6.4611
C 8.1920 -2.9481 3.4102
C 5.7842 0.0123 1.1401
C 3.1083 -3.8546 4.8856
C -8.0072 4.5491 0.5573
C -1.3472 2.3253 4.5459
C -0.9711 -0.2898 -1.8503
C 9.0070 -3.4617 0.8774
C -2.1057 -3.3790 -2.6529
C -3.0558 3.7130 6.1290
C -3.1857 1.5975 -4.6875
C 0.9614 -2.1268 -3.0013
C 5.0511 -0.6204 2.1293
C -0.0121 -0.2050 -6.3544
C -3.5206 3.2410 4.9107
C 5.1992 -3.6290 6.5956
C -8.7621 4.7530 1.7016
C 3.5093 -4.9793 5.5890
C 9.2580 -4.4034 1.8613
C -8.4527 4.0146 2.8314
C -1.8559 2.5012 0.8323
C -0.6556 -3.7335 -2.2512
C -0.3723 -1.5215 -1.0951
C -0.0235 0.9348 -1.7091
C -6.7120 2.9841 1.5807
C 8.3503 -2.2959 1.2376
C -3.7208 1.5709 -0.0854
C 5.1668 0.3253 -0.0613
C -2.6435 2.5338 4.1052
C -4.7828 1.0797 -6.3720
C 4.7171 -2.5663 5.8479
C 8.8438 -4.1446 3.1568
C -4.0946 2.7664 -0.6770
C -5.3927 1.6269 -4.1387
C -3.2860 3.8731 -0.4843
C -7.4063 3.1088 2.7737
C -2.1414 3.7427 0.2879
C -3.4570 1.2440 -6.0001
C 0.5422 0.6697 -7.5261
C -0.9852 2.8371 5.7826
C 3.7226 -0.9183 1.8727
C 3.8333 -0.0128 -0.2121
C -5.7741 1.2734 -5.4243
H -7.1337 2.5126 3.6345
H -1.1648 -1.9477 -0.4630
H 5.7061 0.8192 -0.8588
H -6.8192 1.1534 -5.6750
H -0.9701 2.3501 1.4413
H 7.8470 -2.7044 4.4097
H -1.8891 -0.0162 -1.3031
H -5.0391 0.8038 -7.3874
H -1.4852 4.5846 0.4636
H -2.1675 1.7380 -4.3422
H 8.1352 -1.5300 0.4997
H -2.3929 -2.4193 -3.1545
H -5.8825 2.2903 1.4906
H 9.3136 -3.6267 -0.1466
H -0.2672 1.7579 -2.3930
H -0.7043 -4.3643 -1.3519
H -4.5416 3.4237 4.6020
H 4.9238 -5.7152 7.0286
H -1.2904 -0.4850 -2.8838
H 9.0213 -4.8541 3.9535
H -2.6577 1.1021 -6.7110
H 9.7697 -5.3271 1.6214
H -8.2155 5.1027 -0.3520
H 0.0177 2.6963 6.1717
H -3.5439 4.8259 -0.9294
H 0.3702 -1.1226 -0.3815
H -6.1337 1.7917 -3.3630
H -0.6322 1.7775 3.9457
H -9.0194 4.1432 3.7452
H 6.8253 0.2591 1.3036
H 2.4966 -0.9441 -2.8016
H -0.1914 1.3337 -0.6960
H -4.3259 0.6776 -0.2068
H -0.1460 -4.3487 -3.0127
H 3.1129 -1.4166 2.6177
H -2.9672 2.1492 3.1471
H 5.1693 -1.5827 5.9233
H 2.9978 -5.9231 5.4566
H 5.4996 -0.8781 3.0773
H -4.9930 2.8284 -1.2708
H 1.0380 0.6399 -1.7368
H 2.5274 -2.3982 -1.9262
H -9.5709 5.4710 1.7064
H -0.5609 -2.0279 -4.3001
H -3.7043 4.2749 6.7927
H 3.2998 0.2163 -1.1321
H 2.2777 -3.9017 4.1888
H 6.0377 -3.4950 7.2657
*
```

Values from the calculation:
LUMO energy: -4.13 eV
Total energy: -90825.8070 eV
Kohn-Sham gap: 0.2511 hartree



# 5
ORCA calculation (ωB97M-V/def2-TZVPD) on a cluster of 2 separate species, C7H14O3 in total at a distorted geometry.

```
! RIJCOSX wB97M-V def2-TZVPD def2/J DEFGRID3
* xyz 0 1
O -2.7214 1.2328 1.7039
O -0.5586 -1.6317 1.0404
O -3.1845 -0.3123 0.1320
C 0.6331 -0.1292 -0.6384
C -0.0748 -0.5192 0.9147
C 2.0396 -0.7207 -0.5015
C 0.4753 0.2641 2.0804
C -2.4104 0.6218 0.7090
C 0.7438 1.3535 -0.9923
C -0.1218 -0.8957 -1.7271
H -3.9186 -0.4911 0.7548
H -0.2169 0.1701 2.9202
H 0.4291 -0.8854 -2.6736
H -1.1022 -0.4509 -1.9236
H 2.0061 -1.7626 -0.1711
H 1.2507 1.4831 -1.9555
H 0.5607 1.3225 1.8417
H -0.2431 1.8137 -1.0968
H 1.4340 -0.1627 2.3805
H 1.2985 1.9141 -0.2360
H 2.5641 -0.7102 -1.4633
H -1.2632 0.6066 0.1348
H -0.2659 -1.9447 -1.4526
H 2.6467 -0.1660 0.2193
*
```

Values from the calculation:
LUMO energy: 0.48 eV
Energy above the lowest of the compared OMol25 structures with the same formula, charge and spin: 41.39 kcal per mole
Structure (SMILES): CC(=O)C(C)(C)C.O=CO
Total energy: -13627.3878 eV
Kohn-Sham gap: 0.3589 hartree



# 6
ORCA calculation (ωB97M-V/def2-TZVPD) on a cluster of 2 separate species, C2H8NOS in total at a distorted geometry.

```
! RIJCOSX wB97M-V def2-TZVPD def2/J DEFGRID3
* xyz 0 2
S -0.6850 -0.6874 0.7166
O 1.9978 -0.5738 2.2312
N -1.4154 0.6377 -2.0487
C 0.4905 0.4607 -0.3212
C 0.0292 0.8679 -1.7600
H 1.0836 -0.3707 1.8442
H 0.3999 1.9027 -1.8571
H 0.5839 0.2885 -2.5033
H 1.4157 -0.9982 2.9165
H 0.5909 1.3340 0.3091
H -1.7259 0.3204 -1.1127
H -1.7098 1.6236 -1.8388
H 1.3674 -0.1938 -0.3245
*
```

Values from the calculation:
LUMO energy (spin up / spin down): 0.63 / -2.66 eV
Energy above the lowest of the compared OMol25 structures with the same formula, charge and spin: 31.06 kcal per mole
Total energy: -16573.8622 eV
<S²>: 0.75
Kohn-Sham gap (spin up / spin down): 0.3985 / 0.2634 hartree



# 7
ORCA calculation (ωB97M-V/def2-TZVPD) on a structure of composition C4H11N3S at a distorted geometry.

```
! RIJCOSX wB97M-V def2-TZVPD def2/J DEFGRID3
* xyz 0 1
S -2.1106 -0.9664 0.5323
N 0.7418 -0.2692 2.1074
N -1.4394 0.3067 -0.3266
N 2.1449 -0.3342 -1.4613
C 1.5689 0.1555 0.9690
C 1.0356 -0.3022 -0.4693
C -0.2450 0.5473 -0.7744
C -0.1413 1.6853 -1.5583
H 2.5343 -0.4316 0.9032
H 2.0480 0.9052 -2.0556
H -1.0394 2.2565 -1.0486
H 1.8976 1.2616 0.8895
H 3.3521 -0.4539 -0.9516
H 0.7164 2.3397 -1.3564
H -1.0835 -1.3762 1.4299
H 1.4547 -0.2358 2.9440
H 0.0914 0.5421 2.5641
H -0.1693 1.5532 -2.8001
H 0.5264 -1.3366 -0.2745
*
```

Values from the calculation:
LUMO energy: 0.55 eV
Energy above the lowest of the compared OMol25 structures with the same formula, charge and spin: 136.61 kcal per mole
Total energy: -19626.2366 eV
Kohn-Sham gap: 0.3243 hartree



# 8
ORCA calculation (ωB97M-V/def2-TZVPD) on a structure of composition C25H36ClIOP3W at a distorted geometry.

```
! RIJCOSX wB97M-V def2-TZVPD def2/J DEFGRID3
* xyz 3 3
W 0.9266 0.0148 -3.4082
I 2.3543 -0.0855 -1.1596
Cl 1.1207 0.1120 -5.6565
P 0.7629 2.4314 -3.0000
P -0.7307 -0.4158 1.8779
P 0.7356 -2.4233 -3.1859
O -0.8122 -1.0751 0.5312
C -0.0811 -2.3647 5.4083
C -3.8227 1.8585 3.3490
C -0.3165 -1.3292 4.4964
C 2.3353 3.2406 -3.3610
C -4.2271 2.5528 2.2064
C -0.7015 -4.0056 3.7296
C -0.9137 -0.0014 -2.5484
C 0.3661 2.9578 -1.3023
C 3.2403 0.3454 2.2702
C 2.3166 -3.1840 -3.6087
C 0.3452 -3.1025 -1.5500
C -0.4755 3.2336 -4.0588
C 2.1273 2.4761 2.5229
C -2.7667 0.9415 3.2869
C 0.8835 1.8588 2.3531
C -0.5093 -3.1507 -4.2880
C -2.5381 1.4051 0.9142
C 2.0041 -0.2821 2.1276
C -0.9536 -2.9771 2.8192
C -0.2528 -3.7006 5.0212
C -3.5853 2.3217 0.9843
C -2.1043 0.7339 2.0703
C 0.8209 0.4786 2.1445
C -0.7233 -1.6441 3.1897
C 3.3050 1.7220 2.4755
H 1.1337 2.6066 -0.6024
H -1.5539 -0.5053 -3.2885
H -2.4497 0.4005 4.1810
H 0.2492 -2.1166 6.4215
H -0.9661 -0.5486 -1.6045
H 3.0547 3.0331 -2.5606
H -0.0359 2.4468 2.3774
H -0.8447 -5.0410 3.4196
H -0.3549 2.9166 -5.1024
H -4.3226 2.0279 4.3019
H -1.3503 0.9915 -2.4065
H 2.6929 -2.7870 -4.5575
H 4.1558 -0.2491 2.2104
H 2.7325 2.8705 -4.3126
H 0.3764 -4.1979 -1.6338
H 1.0784 -2.7808 -0.8020
H -0.3866 -2.7936 -5.3181
H -0.3377 4.3223 -3.9880
H -2.0486 1.1914 -0.0398
H 2.1560 -4.2665 -3.7011
H 0.3344 4.0571 -1.2786
H -0.0381 -4.5100 5.7271
H -0.1542 -0.2905 4.7941
H -1.2929 -3.2016 1.8074
H -0.6004 2.5646 -0.9655
H -1.4879 2.9745 -3.7233
H 2.1574 4.3228 -3.4298
H 1.9503 -1.3608 1.9888
H -0.3902 -4.2435 -4.2620
H -5.0439 3.2735 2.2607
H 3.0484 -2.9879 -2.8180
H -1.5143 -2.8864 -3.9349
H 4.2748 2.2042 2.6105
H -0.6409 -2.7817 -1.1963
H 2.1753 3.5538 2.6922
H -3.8864 2.8484 0.0824
*
```

Values from the calculation:
LUMO energy (spin up / spin down): -10.91 / -12.55 eV
Energy above the lowest of the compared OMol25 structures with the same formula, charge and spin: 0.00 kcal per mole
Total energy: -78846.5337 eV
<S²>: 2.03
Kohn-Sham gap (spin up / spin down): 0.2078 / 0.1472 hartree